[1]
Below is a cluster of 13 separate species, C46H92O25 in total at a distorted geometry, with properties calculated with the ωB97M-V functional and the def2-TZVPD basis.

Geometry as XYZ:
```
163
Properties=species:S:1:pos:R:3:forces:R:3
C 1.721 2.077 6.915 -0.34 -0.21 0.60
C 2.091 0.704 6.361 -0.38 -0.25 0.68
C 0.814 -0.075 6.685 0.80 -0.41 -0.04
O -0.231 0.805 6.345 -0.40 -0.12 0.15
C 0.158 2.085 6.815 1.14 0.76 -0.47
H 2.229 2.896 6.407 -0.25 0.07 -0.11
H 1.991 2.135 7.971 0.13 0.03 -0.03
H 2.888 0.241 6.945 0.43 0.14 -0.50
H 2.289 0.782 5.295 0.18 -0.41 0.01
H 0.842 -0.337 7.753 -0.28 0.38 0.18
H 0.731 -1.050 6.203 -0.28 0.31 -0.55
H -0.270 2.323 7.792 -0.22 -0.14 -0.03
H -0.110 2.844 6.080 -0.49 -0.17 0.03
C -3.150 -1.197 -0.986 -0.45 0.02 -0.40
C -4.003 -2.424 -1.406 -0.59 -0.56 1.00
C -2.999 -3.324 -2.117 -0.07 0.44 -0.17
O -2.126 -2.374 -2.713 0.43 -0.24 0.11
C -1.794 -1.435 -1.658 -0.35 -0.58 -1.31
H -3.130 -1.032 0.090 0.16 -0.08 -0.01
H -3.593 -0.325 -1.466 0.05 0.19 0.27
H -4.877 -2.173 -2.009 0.43 0.30 -0.53
H -4.504 -2.914 -0.564 0.47 -0.09 0.25
H -3.417 -3.982 -2.877 -0.05 0.25 -0.20
H -2.452 -3.977 -1.428 0.06 0.14 0.24
H -1.427 -0.559 -2.185 0.15 0.10 0.27
H -0.981 -1.867 -1.075 -0.19 0.10 0.45
C 0.138 7.837 0.144 -1.23 -0.06 1.05
C 1.573 7.494 0.470 0.94 -0.42 -1.02
C 2.216 8.809 0.861 -0.05 0.66 0.48
O 1.128 9.734 0.987 0.47 0.21 0.39
C -0.077 8.982 1.129 0.01 0.70 -1.08
H -0.632 7.075 0.300 0.40 -0.38 0.12
H 0.005 8.151 -0.891 0.26 0.31 0.06
H 2.038 7.163 -0.461 0.27 -0.63 0.38
H 1.762 6.843 1.321 -0.56 -0.60 -0.41
H 2.981 9.162 0.167 -0.45 0.31 -0.34
H 2.764 8.720 1.806 -0.27 -0.01 0.22
H -0.874 9.666 0.833 -0.09 -0.08 0.10
H -0.262 8.639 2.153 0.26 -0.09 0.04
C 0.734 4.147 -5.568 -0.85 -0.35 -0.90
C 1.129 3.997 -4.099 -1.34 1.39 -0.31
C 2.536 3.496 -4.253 -1.11 -0.62 0.79
O 2.437 2.557 -5.309 0.39 -0.32 -1.09
C 1.294 2.834 -6.161 -0.10 1.23 1.57
H 1.113 5.021 -6.102 0.61 0.03 0.44
H -0.335 4.217 -5.790 -0.11 -0.19 0.46
H 0.428 3.328 -3.594 0.36 -0.58 -0.20
H 0.987 4.915 -3.521 0.50 0.25 -0.23
H 2.763 2.933 -3.345 0.77 0.13 -0.10
H 3.208 4.334 -4.446 0.34 -0.28 -0.09
H 0.544 2.064 -5.979 0.17 -0.32 -0.37
H 1.538 2.960 -7.212 0.34 -0.39 0.01
C 3.355 -1.135 -1.414 -0.23 0.48 -0.96
C 4.855 -1.107 -1.722 0.17 -0.38 -0.69
C 5.474 -0.719 -0.399 -0.44 -0.46 -0.05
O 4.698 -1.486 0.506 0.16 -0.59 0.37
C 3.304 -1.410 0.069 1.39 0.86 0.99
H 2.859 -1.926 -1.976 -0.01 0.06 -0.04
H 2.894 -0.196 -1.728 -0.18 0.02 0.33
H 5.174 -0.498 -2.570 -0.29 0.17 0.05
H 5.086 -2.143 -1.981 0.61 0.08 0.19
H 5.368 0.355 -0.190 -0.08 0.00 -0.13
H 6.526 -0.979 -0.284 -0.05 -0.14 0.02
H 2.992 -0.563 0.687 -1.01 -0.31 -0.54
H 2.804 -2.342 0.319 -0.01 0.10 0.21
C 4.649 4.200 -1.030 -0.56 0.04 -0.49
C 5.432 2.966 -1.445 1.30 -0.36 0.75
C 6.446 3.477 -2.481 -1.23 0.00 -0.40
O 5.711 4.512 -3.159 -0.15 -0.77 -0.21
C 4.892 5.166 -2.190 1.43 0.91 -0.05
H 5.037 4.655 -0.120 -0.05 -0.21 0.13
H 3.595 3.959 -0.891 0.02 0.13 0.05
H 4.855 2.147 -1.872 -0.33 0.27 -0.09
H 5.938 2.557 -0.566 0.06 -0.13 -0.12
H 6.655 2.693 -3.208 0.21 0.14 -0.11
H 7.387 3.855 -2.075 -0.08 0.11 0.22
H 4.028 5.630 -2.662 -0.11 -0.36 -0.12
H 5.554 5.979 -1.863 -0.51 0.30 0.43
C 6.648 1.184 3.454 -1.15 -0.21 0.69
C 6.304 1.940 2.186 0.17 0.53 0.37
C 4.751 1.956 2.208 0.41 -0.38 0.30
O 4.370 1.413 3.488 -0.36 0.22 -0.65
C 5.483 1.551 4.356 -0.50 -0.25 0.41
H 7.613 1.310 3.937 0.17 0.01 -0.41
H 6.400 0.148 3.203 0.75 -0.25 0.28
H 6.801 1.407 1.376 -0.36 0.43 -0.45
H 6.619 2.983 2.262 0.41 -0.11 -0.30
H 4.313 1.352 1.413 -0.12 -0.05 0.12
H 4.370 2.978 2.131 0.00 0.05 -0.11
H 5.313 0.850 5.177 0.14 -0.02 -0.03
H 5.474 2.557 4.795 0.43 0.11 -0.19
C 1.504 0.924 2.381 0.14 -0.11 -0.42
O 1.228 1.834 1.289 -0.34 0.29 0.29
C 0.519 1.407 0.241 1.12 1.02 0.01
O 0.037 0.329 0.088 -0.38 -0.78 0.10
O 0.478 2.337 -0.733 -0.41 -0.12 -0.07
C 0.790 3.700 -0.487 1.34 0.55 0.84
H 2.403 0.389 2.084 -0.21 -0.23 0.43
H 0.678 0.248 2.578 0.02 -0.02 -0.18
H 1.724 1.503 3.271 -0.11 0.28 -0.19
H 1.677 3.836 0.141 -0.09 -0.51 0.22
H 0.008 4.247 0.038 -0.42 -0.14 -0.45
H 1.135 4.153 -1.413 -0.77 -0.07 -0.30
C -3.505 6.999 1.945 2.12 -0.84 0.39
O -4.365 5.879 1.798 -0.60 0.87 0.63
C -3.980 4.870 1.045 0.48 0.30 -2.36
O -2.924 4.778 0.449 -0.04 -0.21 1.04
O -5.045 4.125 0.837 -2.11 -0.29 0.45
C -4.957 2.849 0.216 2.53 -0.97 1.03
H -3.128 7.456 1.029 -1.00 0.12 -0.37
H -2.546 6.634 2.337 -0.11 -0.04 0.41
H -3.909 7.687 2.676 -0.42 0.02 -0.29
H -4.462 2.243 0.986 0.49 -0.16 -0.39
H -4.308 2.931 -0.653 -0.25 -0.20 -0.19
H -5.832 2.223 0.065 -0.89 1.39 -0.26
C 3.760 -3.208 3.026 0.59 -2.07 -1.86
O 2.562 -2.471 3.156 0.40 0.80 1.00
C 1.453 -3.061 2.721 0.80 -0.70 -1.39
O 1.426 -4.127 2.154 -0.37 -0.04 0.43
O 0.459 -2.223 2.871 -0.90 1.48 1.32
C -0.853 -2.615 2.486 0.15 -1.08 -1.48
H 3.768 -4.165 3.552 -0.26 0.39 0.77
H 4.702 -2.683 3.140 -0.61 0.82 0.67
H 3.842 -3.591 2.001 -0.18 0.33 -0.11
H -1.687 -2.034 2.869 0.70 0.40 0.79
H -0.976 -3.669 2.733 -0.22 0.03 -0.10
H -0.900 -2.479 1.401 -0.10 -0.31 -0.03
C -6.916 4.411 -3.982 -0.96 0.53 0.01
O -5.729 4.304 -3.215 -0.73 -1.28 0.65
C -4.826 5.231 -3.319 2.16 1.09 -0.32
O -4.761 6.123 -4.125 -0.58 0.09 -0.07
O -3.850 5.002 -2.412 -0.85 -0.66 0.09
C -2.708 5.831 -2.487 1.12 -0.27 -0.29
H -6.801 5.150 -4.770 0.07 -0.20 -0.14
H -7.738 4.726 -3.333 0.21 0.23 0.14
H -7.244 3.440 -4.346 0.63 -0.11 -0.18
H -2.329 5.891 -3.509 -0.55 0.59 -0.12
H -1.877 5.326 -1.992 -0.47 -0.18 0.55
H -2.877 6.787 -1.997 -0.05 0.13 -0.32
C -2.218 0.981 2.465 1.76 -0.90 0.07
O -2.840 2.113 3.044 -1.22 -1.12 -0.84
C -2.042 2.912 3.679 0.44 1.92 1.12
O -0.838 2.927 3.632 0.21 -0.12 -0.01
O -2.803 3.767 4.395 -0.22 -0.13 -1.05
C -2.160 4.861 5.079 0.03 -1.39 0.10
H -2.883 0.364 1.871 -0.51 0.39 0.24
H -1.723 0.389 3.240 -0.58 -0.17 0.33
H -1.343 1.202 1.859 -0.40 0.68 -0.37
H -1.181 5.038 4.636 -0.05 0.15 0.24
H -2.104 4.441 6.085 0.42 0.90 0.24
H -2.809 5.730 5.014 -0.01 -0.07 0.01
C 1.631 5.069 3.671 0.28 0.15 -0.93
O 1.947 5.596 4.957 0.58 -1.25 -0.09
C 1.498 6.790 5.244 -0.51 0.94 1.00
O 0.679 7.445 4.651 0.12 -0.14 -0.56
O 2.058 7.177 6.404 0.22 -0.21 -0.28
C 1.912 8.565 6.703 0.48 0.34 -0.51
H 1.902 4.022 3.555 -0.28 -0.17 0.95
H 2.292 5.529 2.933 -0.30 0.50 -0.01
H 0.582 5.222 3.437 0.07 -0.02 -0.15
H 2.437 9.163 5.953 -0.14 -0.11 -0.18
H 2.464 8.740 7.622 -0.50 -0.16 0.29
H 0.869 8.868 6.688 0.01 -0.03 0.41
```
Forces are in eV/Å.

Its HOMO energy is -0.3505 Ha. Its spin multiplicity is 1. Its total energy is -100375.8491 eV. The value obtained for the relative energy (zero: lowest compared OMol25 entry of this formula, charge and spin) is 0.000 eV. The calculation puts the HOMO-LUMO gap at 9.937 eV. As for the charge: 0.

[2]
Below is a cluster of 14 separate species, C46H92O29S5 in total at a distorted geometry, with properties calculated with the ωB97M-V functional and the def2-TZVPD basis.

Geometry as XYZ:
```
172
Properties=species:S:1:pos:R:3:forces:R:3
C -2.126 -7.851 -5.112 1.68 0.07 -3.61
C -3.284 -7.912 -6.163 0.82 0.24 0.01
C -4.377 -8.435 -5.342 -1.15 -0.75 1.41
O -4.054 -8.051 -3.963 -1.51 -0.20 -0.27
C -2.649 -8.112 -3.779 -0.91 0.53 0.18
H -1.674 -6.862 -5.184 0.23 -0.14 0.01
H -1.385 -8.599 -5.394 0.29 0.18 -0.07
H -3.099 -8.569 -7.014 0.29 0.13 0.00
H -3.589 -6.935 -6.537 0.45 0.11 -0.01
H -4.526 -9.512 -5.428 0.57 -0.41 0.33
H -5.349 -8.085 -5.688 -0.11 0.66 0.75
H -2.321 -9.065 -3.363 -0.10 0.01 0.22
H -2.285 -7.245 -3.229 -0.55 -0.42 1.06
C 9.065 -0.211 -5.053 0.38 1.39 -0.18
C 8.566 -1.143 -6.151 -0.67 -0.26 0.27
C 8.293 -2.475 -5.367 -0.13 -0.07 -1.77
O 8.505 -2.199 -4.064 1.04 1.21 3.31
C 9.455 -1.104 -3.920 -0.43 -1.93 0.39
H 8.302 0.510 -4.761 -0.11 -0.15 0.13
H 9.887 0.382 -5.455 0.17 0.05 0.26
H 9.315 -1.198 -6.940 -0.16 -0.45 -0.01
H 7.656 -0.708 -6.565 0.01 -0.26 -0.21
H 8.974 -3.270 -5.670 0.08 -0.20 -0.51
H 7.273 -2.858 -5.344 -0.12 0.03 -0.97
H 10.464 -1.510 -4.000 0.29 -0.05 -0.46
H 9.390 -0.824 -2.868 -0.36 0.69 -0.26
C 7.713 3.203 5.119 0.80 -0.31 2.14
C 7.134 3.519 6.545 -1.00 -0.01 -0.30
C 5.612 3.181 6.412 1.63 -0.68 -0.37
O 5.388 2.886 5.018 -0.43 -0.04 0.46
C 6.510 3.278 4.261 -0.22 1.22 -0.89
H 8.162 2.211 5.142 -0.02 -0.06 -0.11
H 8.493 3.925 4.875 -0.08 -0.08 -0.23
H 7.211 4.565 6.842 0.38 0.03 -0.23
H 7.503 2.906 7.368 0.51 0.09 -0.27
H 5.007 3.982 6.836 -0.34 -0.02 -0.45
H 5.475 2.257 6.975 -0.61 0.03 -0.08
H 6.425 4.322 3.958 -0.40 0.48 0.02
H 6.583 2.771 3.299 -0.24 -0.66 0.31
C -4.779 5.416 -2.156 -1.91 1.49 -0.48
C -3.740 5.299 -3.242 1.27 -0.26 0.71
C -4.325 4.292 -4.173 -0.36 -1.52 1.45
O -4.967 3.397 -3.186 -0.95 -0.62 -1.54
C -5.569 4.092 -2.101 2.47 -0.08 0.57
H -5.520 6.076 -2.609 -0.10 0.80 0.49
H -4.389 5.868 -1.244 -0.26 -0.29 0.08
H -2.873 4.840 -2.767 0.37 -0.01 -0.25
H -3.416 6.251 -3.665 -0.25 0.01 -0.05
H -3.593 3.611 -4.606 -0.03 0.36 -0.39
H -5.003 4.689 -4.929 -0.26 -0.05 0.09
H -5.311 3.520 -1.210 0.08 -0.14 0.11
H -6.656 4.160 -2.066 -0.07 0.29 -0.78
C 4.095 -3.195 -11.250 1.70 0.69 -0.57
C 2.920 -2.341 -10.847 -1.04 -0.20 0.70
C 2.543 -2.862 -9.443 0.06 -0.41 -0.24
O 3.576 -3.816 -9.097 -0.88 0.42 1.13
C 4.150 -4.355 -10.245 0.09 0.19 -1.43
H 5.002 -2.592 -11.190 0.22 -0.02 0.43
H 4.090 -3.416 -12.318 -0.35 -0.64 0.10
H 2.128 -2.493 -11.580 -0.24 0.32 0.23
H 3.114 -1.281 -10.682 0.26 -0.04 -0.75
H 1.545 -3.289 -9.349 -0.01 -0.65 -0.48
H 2.459 -2.033 -8.741 0.87 -0.14 0.36
H 3.664 -5.228 -10.681 -0.91 -0.14 0.25
H 5.140 -4.763 -10.038 0.24 0.61 0.29
C -0.456 -2.834 8.906 0.68 0.25 -0.20
C -0.892 -2.512 10.349 -1.14 -2.17 -0.07
C -1.405 -1.116 10.241 0.45 -0.94 -1.37
O -0.442 -0.583 9.372 1.84 3.17 -0.93
C 0.267 -1.511 8.560 -1.20 -1.86 1.04
H -1.281 -3.053 8.228 -0.32 0.26 0.21
H 0.239 -3.662 8.767 -0.04 -0.15 0.45
H -0.076 -2.651 11.058 0.05 0.28 -0.03
H -1.705 -3.180 10.635 0.07 -0.24 0.27
H -1.521 -0.583 11.185 0.31 0.24 -0.23
H -2.305 -1.083 9.628 -0.77 -0.18 0.66
H 1.290 -1.684 8.894 0.26 0.75 0.05
H 0.253 -1.320 7.487 -0.18 0.60 0.16
C -9.773 -1.863 -0.700 -0.19 1.98 -0.36
C -8.576 -2.413 -1.482 0.86 -1.75 1.80
C -9.167 -3.194 -2.613 -1.53 1.63 -1.35
O -10.549 -3.372 -2.282 -1.13 -0.01 0.24
C -11.046 -2.285 -1.426 1.38 -1.15 -0.30
H -9.646 -0.788 -0.830 -0.40 0.28 0.53
H -9.864 -2.053 0.369 0.56 -0.32 -0.14
H -8.067 -3.123 -0.829 0.37 0.07 0.13
H -7.846 -1.663 -1.783 -0.24 -0.01 -0.04
H -8.756 -4.116 -3.024 0.07 -0.23 0.91
H -9.119 -2.511 -3.462 -0.16 0.11 -0.56
H -11.809 -2.659 -0.743 0.15 -0.48 -0.14
H -11.528 -1.452 -1.938 0.26 -0.12 -0.72
C 1.069 0.113 -0.026 -1.42 0.39 1.78
C 1.719 -0.344 -1.272 0.51 -0.42 -1.59
C 1.062 -1.716 -1.582 0.35 1.14 0.05
O 0.259 -1.988 -0.425 0.64 -1.57 -1.33
C -0.209 -0.756 0.040 0.12 0.34 0.26
H 0.916 1.189 0.057 -0.20 -0.01 -0.21
H 1.566 -0.176 0.900 0.67 0.00 -0.25
H 2.809 -0.352 -1.233 -0.04 -0.20 0.11
H 1.442 0.239 -2.150 0.18 0.68 0.28
H 1.819 -2.426 -1.916 -0.26 -0.74 1.02
H 0.473 -1.561 -2.486 -0.68 -0.18 0.13
H -0.600 -0.967 1.035 0.16 0.36 0.14
H -1.050 -0.395 -0.552 -0.02 0.21 -0.39
C 2.170 9.312 0.393 1.00 1.35 2.36
C 3.432 8.483 0.585 0.34 1.08 0.01
C 3.458 7.641 -0.680 -1.00 -0.07 1.46
O 2.081 7.688 -1.095 -0.32 -1.13 -1.80
C 1.244 8.319 -0.152 -0.16 0.50 -0.36
H 2.327 10.193 -0.230 -0.06 -0.27 -0.45
H 1.883 9.718 1.363 -0.28 0.02 0.11
H 3.257 7.863 1.464 0.32 -0.10 0.01
H 4.301 9.123 0.736 0.14 -0.24 0.07
H 3.694 6.638 -0.324 0.21 -0.33 -0.75
H 4.135 7.989 -1.460 -0.25 -0.04 -0.07
H 0.836 7.624 0.582 0.16 -0.18 0.21
H 0.404 8.874 -0.569 -0.10 -0.59 -0.80
C 5.250 -4.980 2.318 -0.87 -1.14 0.60
C 4.145 -5.167 3.463 -0.50 -0.87 -2.13
O 4.713 -4.701 4.616 1.89 1.34 1.80
S 6.336 -4.383 4.497 -1.88 -0.61 -0.49
O 7.073 -5.567 4.754 0.07 -0.22 -0.09
O 6.609 -3.220 5.268 -0.20 -0.13 -1.03
O 6.257 -4.177 2.881 0.82 1.33 1.65
H 4.915 -4.485 1.407 -0.15 -0.10 0.24
H 5.707 -5.946 2.104 -0.22 -0.07 -0.27
H 3.803 -6.190 3.626 0.73 -0.46 -0.32
H 3.185 -4.700 3.242 0.31 0.93 0.02
C -8.553 2.398 8.162 0.07 0.31 -1.36
C -8.970 0.965 7.697 -0.64 1.76 1.00
O -8.583 0.914 6.348 1.64 0.83 -1.16
S -7.285 1.947 6.009 -0.45 0.30 -1.40
O -7.719 2.931 4.983 0.86 -2.50 3.00
O -6.065 1.184 5.746 -2.42 1.46 0.98
O -7.283 2.578 7.520 1.88 -0.76 -1.17
H -8.486 2.668 9.216 0.31 -0.66 -0.05
H -9.056 3.225 7.661 -1.42 -0.47 0.29
H -10.059 0.928 7.736 0.03 -0.35 -0.06
H -8.525 0.168 8.294 0.15 0.08 -0.07
C -5.303 -7.100 3.242 -0.16 1.34 -0.19
C -4.177 -6.039 3.165 0.84 -0.64 -0.09
O -2.983 -6.672 3.706 -0.25 -1.71 0.00
S -3.124 -8.341 3.831 -0.15 0.00 -0.33
O -2.825 -8.771 5.201 -0.36 0.96 -3.13
O -2.493 -8.984 2.652 -1.74 1.70 3.15
O -4.801 -8.323 3.695 2.34 -0.72 0.41
H -5.735 -7.253 2.253 -0.23 0.12 0.18
H -6.005 -6.692 3.969 -0.42 -0.57 -0.14
H -4.338 -5.141 3.762 -0.18 -0.28 0.14
H -4.015 -5.719 2.136 0.30 -0.19 0.01
C -1.437 6.014 7.052 0.78 -4.01 -0.73
C -1.062 5.646 5.585 -0.03 0.82 1.88
O -2.087 6.291 4.855 -1.71 0.54 -1.12
S -2.747 7.572 5.584 0.77 1.55 0.13
O -4.165 7.414 5.910 3.01 -0.08 -0.77
O -2.286 8.808 4.908 -1.18 -3.22 1.90
O -1.787 7.304 6.951 -1.65 3.62 -0.55
H -0.573 5.768 7.669 0.19 0.96 0.19
H -2.221 5.378 7.462 -0.46 0.01 -0.19
H -1.017 4.583 5.351 -0.04 0.31 -0.12
H -0.148 6.224 5.448 0.32 -0.52 -0.62
C 3.081 6.199 -7.204 -1.11 0.13 1.05
C 3.076 4.729 -6.772 -1.89 -0.57 -0.11
O 4.373 4.272 -6.928 2.58 -0.65 -1.27
S 5.018 4.861 -8.328 -1.89 -0.51 0.44
O 4.461 4.117 -9.471 1.30 1.86 2.38
O 6.443 5.050 -8.177 -2.39 -0.03 -0.23
O 4.138 6.258 -8.065 3.99 -0.12 -2.89
H 3.210 6.924 -6.400 0.28 -0.14 0.21
H 2.257 6.562 -7.818 -0.66 -0.60 0.47
H 2.408 4.200 -7.451 -0.04 -0.24 -0.15
H 2.807 4.393 -5.770 -0.17 0.86 0.11
```
Forces are in eV/Å.

Its HOMO energy is -0.3459 Ha. Its spin multiplicity is 1. Its total energy is -162730.8419 eV. The value obtained for the relative energy (zero: lowest compared OMol25 entry of this formula, charge and spin) is 6.619 eV. The calculation puts the HOMO-LUMO gap at 9.400 eV. As for the charge: 0.